Below is a cluster of 5 separate species, C45H58BrF32INO11P2 in total at a distorted geometry, with properties calculated with the ωB97M-V functional and the def2-TZVPD basis.

Cartesian coordinates (Å):
C 10.708 -3.597 -0.683
C 9.234 -3.109 -1.153
C 9.275 -2.237 -2.525
C 9.592 -0.667 -2.217
C 8.821 0.333 -3.227
C 8.435 1.758 -2.540
C 7.450 1.590 -1.262
C 5.950 2.080 -1.669
C 4.927 2.020 -0.392
N 3.699 1.188 -0.689
C 2.770 1.630 -1.739
C 2.910 2.904 -2.667
Br 3.953 2.560 -4.368
C 3.285 4.297 -1.971
C 2.309 4.723 -0.752
C 1.507 0.739 -2.059
C 1.179 -0.583 -1.323
C -0.134 -1.460 -1.656
O -0.006 -2.400 -2.474
O -1.346 -1.138 -0.968
P -2.746 -1.829 -1.719
P -3.116 -0.554 -3.490
O -4.570 -0.082 -3.411
O -2.055 0.820 -3.480
O -2.854 -1.544 -4.859
C 2.219 -0.988 -0.220
C 1.934 -2.365 0.542
C 0.644 -2.332 1.512
O -0.507 -3.060 1.014
C -0.311 -4.473 1.022
C 0.297 -5.338 2.222
O -0.672 -5.116 -0.010
C 3.450 -0.045 0.067
C 4.383 -0.574 1.257
C 5.671 -1.432 0.720
C 7.046 -0.988 1.438
I 7.985 -2.637 2.572
H 11.439 -2.701 -0.696
H 10.689 -4.080 0.358
H 11.074 -4.393 -1.426
H 8.803 -2.405 -0.353
H 8.497 -3.999 -1.221
H 10.157 -2.621 -3.139
H 8.253 -2.377 -3.019
H 10.726 -0.461 -2.264
H 9.296 -0.449 -1.116
H 7.825 -0.142 -3.583
H 9.537 0.475 -4.126
H 9.361 2.373 -2.276
H 7.814 2.335 -3.330
H 7.838 2.091 -0.310
H 7.358 0.459 -1.079
H 6.003 3.116 -2.141
H 5.568 1.287 -2.411
H 4.636 3.080 -0.027
H 5.571 1.601 0.450
H 1.853 3.113 -3.100
H 4.387 4.390 -1.651
H 3.146 5.110 -2.785
H 1.527 3.933 -0.492
H 1.785 5.714 -1.040
H 2.996 4.980 0.137
H 0.772 1.061 -2.887
H -2.467 -3.178 -2.126
H -1.182 0.478 -3.792
H -1.871 -1.636 -4.915
H 1.689 -3.140 -0.288
H 2.843 -2.797 1.094
H 0.890 -2.665 2.592
H 0.309 -1.228 1.614
H -0.488 -6.144 2.485
H 0.589 -4.702 3.122
H 1.232 -5.903 1.851
H 3.803 -1.191 2.044
H 4.853 0.288 1.871
H 5.533 -2.559 0.841
H 5.748 -1.218 -0.413
H 6.918 -0.144 2.207
H 7.815 -0.608 0.675
C -4.920 -4.331 1.070
C -5.144 -2.816 1.257
C -4.314 -2.156 2.357
F -4.589 -2.652 3.579
F -4.583 -0.826 2.419
F -6.465 -2.581 1.433
F -4.810 -2.215 0.075
O -5.884 -5.199 1.674
C -5.671 -5.553 3.026
C -6.805 -5.079 3.941
F -6.926 -3.733 3.920
F -6.563 -5.429 5.228
F -4.459 -5.120 3.426
F -5.610 -6.904 3.048
H -5.028 -4.522 -0.002
H -3.895 -4.634 1.300
H -3.242 -2.269 2.167
H -7.761 -5.511 3.636
C -5.365 2.946 -8.173
C -6.488 2.270 -8.986
C -7.880 2.879 -8.829
F -8.336 2.799 -7.565
F -8.777 2.210 -9.599
F -6.501 0.945 -8.706
F -6.137 2.370 -10.304
O -4.994 2.313 -6.943
C -5.739 2.659 -5.791
C -6.470 1.457 -5.185
F -7.356 0.925 -6.059
F -7.180 1.825 -4.089
F -6.562 3.687 -6.073
F -4.838 3.136 -4.899
H -4.463 2.875 -8.789
H -5.527 4.020 -8.048
H -7.893 3.928 -9.141
H -5.767 0.673 -4.896
C -4.566 0.301 7.666
C -3.744 0.437 6.368
C -3.107 -0.851 5.849
F -2.215 -1.368 6.716
F -2.421 -0.610 4.697
F -2.814 1.410 6.532
F -4.598 0.895 5.405
O -3.911 0.684 8.881
C -3.130 -0.300 9.529
C -1.654 0.097 9.626
F -1.106 0.266 8.401
F -0.934 -0.871 10.245
F -3.314 -1.493 8.934
F -3.646 -0.421 10.774
H -5.392 1.013 7.576
H -5.053 -0.674 7.753
H -3.863 -1.609 5.630
H -1.534 1.029 10.183
C -3.823 2.693 0.585
C -2.385 2.835 0.044
C -1.272 2.563 1.055
F -1.291 3.427 2.086
F -0.050 2.704 0.464
F -2.243 4.056 -0.526
F -2.252 1.930 -0.971
O -4.491 3.905 0.950
C -4.276 4.389 2.260
C -3.614 5.770 2.273
F -2.399 5.740 1.678
F -3.416 6.198 3.543
F -3.596 3.475 2.979
F -5.501 4.473 2.829
H -4.420 2.301 -0.244
H -3.903 1.931 1.366
H -1.333 1.545 1.450
H -4.230 6.505 1.749

Output
total charge = +1
lowest unoccupied orbital energy = -4.9 eV
HOMO energy = -0.436 hartree
energy = -255284.84489 eV


Below is a structure of composition C45H59N9O4SSc, with properties calculated with the ωB97M-V functional and the def2-TZVPD basis.

Cartesian coordinates (Å):
Sc -0.418 -0.096 0.282
O -1.087 0.632 2.355
C -2.083 0.328 3.355
C -1.453 0.126 4.718
C -0.428 -1.015 4.789
C -1.011 -2.348 4.410
C -1.362 -3.298 5.364
C -1.928 -4.493 4.951
C -2.139 -4.701 3.597
C -1.763 -3.698 2.718
N -1.203 -2.554 3.103
H -0.568 1.389 2.667
H -2.591 -0.563 3.004
H -2.797 1.156 3.390
H -2.264 -0.051 5.431
H -0.967 1.059 5.027
H -0.028 -1.061 5.803
H 0.399 -0.799 4.111
H -1.187 -3.100 6.414
H -2.203 -5.249 5.675
H -2.586 -5.614 3.230
H -1.921 -3.806 1.649
O -0.332 -2.125 0.176
N 0.657 -2.916 0.574
C 0.594 -4.220 0.234
C 1.554 -5.096 0.652
C 2.605 -4.612 1.437
C 2.652 -3.280 1.763
C 1.660 -2.394 1.319
S 1.661 -0.719 1.652
H -0.256 -4.483 -0.375
H 1.485 -6.135 0.368
H 3.378 -5.283 1.786
H 3.451 -2.873 2.366
C 3.288 2.098 2.795
C 2.380 2.576 1.664
C 3.114 3.606 0.798
C 1.060 3.148 2.147
C 0.996 3.854 3.345
C -0.177 4.467 3.748
C -1.296 4.400 2.937
C -1.292 3.701 1.730
C -2.575 3.776 0.907
C -2.490 4.858 -0.177
C -3.100 2.471 0.316
C -0.103 3.050 1.364
N -0.048 2.217 0.181
C 0.176 2.884 -0.900
C 0.357 2.395 -2.230
C 0.350 3.383 -3.235
C 0.579 3.088 -4.554
C 0.897 1.762 -4.876
C 0.940 0.781 -3.916
C 0.626 1.037 -2.550
N 0.603 0.046 -1.620
C 1.307 -1.153 -2.012
C 0.642 -2.201 -2.672
C 1.337 -3.370 -2.955
C 2.671 -3.510 -2.614
C 3.335 -2.451 -2.020
C 2.682 -1.254 -1.730
C 3.489 -0.075 -1.209
C 4.608 -0.479 -0.249
C 4.101 0.714 -2.374
C -0.793 -2.067 -3.152
C -1.731 -3.099 -2.519
C -0.882 -2.183 -4.679
H 4.129 1.544 2.377
H 2.763 1.434 3.483
H 3.698 2.934 3.364
H 2.162 1.719 1.028
H 3.341 4.502 1.379
H 2.525 3.909 -0.069
H 4.055 3.188 0.434
H 1.879 3.932 3.964
H -0.216 5.010 4.683
H -2.206 4.903 3.242
H -3.332 4.115 1.619
H -1.870 4.534 -1.015
H -2.079 5.788 0.217
H -3.486 5.067 -0.573
H -2.525 2.144 -0.551
H -4.128 2.624 -0.022
H -3.109 1.672 1.057
H 0.248 3.969 -0.809
H 0.159 4.409 -2.938
H 0.563 3.859 -5.312
H 1.134 1.500 -5.901
H 1.235 -0.218 -4.200
H 0.830 -4.182 -3.464
H 3.199 -4.430 -2.833
H 4.388 -2.550 -1.791
H 2.802 0.583 -0.676
H 5.426 -0.977 -0.773
H 4.250 -1.136 0.542
H 5.029 0.414 0.219
H 4.774 0.076 -2.952
H 4.684 1.556 -1.992
H 3.345 1.107 -3.051
H -1.132 -1.072 -2.862
H -1.395 -4.114 -2.748
H -2.740 -3.002 -2.928
H -1.775 -2.990 -1.437
H -0.610 -3.186 -5.012
H -0.228 -1.475 -5.187
H -1.907 -1.999 -5.013
N -2.392 1.412 -3.440
N -3.389 0.453 -3.567
C -3.762 -0.312 -2.527
N -4.846 -1.066 -2.696
N -2.971 -0.261 -1.441
N -3.367 -0.887 -0.334
O -4.399 -1.523 -0.204
O -2.574 -0.762 0.619
H -2.747 2.321 -3.706
H -1.576 1.171 -3.995
H -3.846 0.307 -4.455
H -5.421 -0.954 -3.513
H -5.160 -1.633 -1.924

Output
energy relative to the best compared isomer or geometry (same formula, charge and spin) = 0.0 kcal/mol
total charge = +1
lowest unoccupied orbital energy = -2.7 eV
HOMO energy = -0.362 hartree
energy = -100756.56747 eV


Below is a structure of composition C45H60BaN4OP2S2, with properties calculated with the ωB97M-V functional and the def2-TZVPD basis.

Cartesian coordinates (Å):
Ba -1.383 -0.882 -0.442
O -3.620 -1.148 1.135
C -4.995 -1.340 0.736
C -5.690 -0.018 0.480
C -4.983 0.840 -0.582
C -4.851 0.109 -1.891
C -5.931 0.021 -2.762
C -5.808 -0.708 -3.931
C -4.599 -1.329 -4.210
C -3.567 -1.181 -3.306
N -3.678 -0.487 -2.162
H -3.598 -0.894 2.064
H -5.524 -1.917 1.496
H -4.954 -1.943 -0.171
H -5.766 0.550 1.411
H -6.711 -0.233 0.157
H -3.994 1.135 -0.221
H -5.556 1.756 -0.732
H -6.856 0.528 -2.519
H -6.640 -0.786 -4.618
H -4.451 -1.903 -5.113
H -2.593 -1.613 -3.513
C 4.697 -3.056 5.520
S 3.420 -4.292 5.190
C 3.686 -4.608 3.417
C 2.678 -3.891 2.521
C 2.788 -2.378 2.627
N 1.756 -1.654 1.866
P 0.153 -1.399 2.440
C 0.192 -1.792 4.201
C 0.805 -0.939 5.120
C 0.828 -1.279 6.462
C 0.237 -2.462 6.891
C -0.380 -3.307 5.981
C -0.403 -2.973 4.635
C -0.112 0.418 2.421
C 0.756 1.355 1.867
C 0.371 2.687 1.744
C -0.888 3.094 2.161
C -1.760 2.170 2.727
C -1.376 0.844 2.849
P 1.811 -1.361 0.186
C 3.573 -1.302 -0.214
C 4.297 -2.436 -0.582
C 5.659 -2.342 -0.818
C 6.308 -1.122 -0.676
C 5.594 0.008 -0.301
C 4.230 -0.082 -0.076
C 1.168 -2.810 -0.718
C 1.354 -2.860 -2.106
C 0.641 -3.760 -2.882
C -0.282 -4.615 -2.294
C -0.482 -4.574 -0.922
C 0.232 -3.672 -0.135
H 4.646 -2.836 6.584
H 4.528 -2.137 4.960
H 5.683 -3.457 5.293
H 3.603 -5.685 3.277
H 4.712 -4.325 3.173
H 1.668 -4.195 2.814
H 2.822 -4.201 1.481
H 3.762 -2.039 2.268
H 2.701 -2.085 3.672
H 1.254 -0.010 4.788
H 1.302 -0.618 7.176
H 0.256 -2.723 7.940
H -0.840 -4.226 6.318
H -0.890 -3.628 3.922
H 1.748 1.047 1.564
H 1.068 3.410 1.339
H -1.181 4.132 2.073
H -2.726 2.491 3.095
H -2.035 0.132 3.340
H 3.796 -3.390 -0.690
H 6.218 -3.221 -1.110
H 7.372 -1.053 -0.857
H 6.101 0.958 -0.188
H 3.672 0.800 0.214
H 2.059 -2.184 -2.577
H 0.811 -3.797 -3.950
H -0.830 -5.323 -2.901
H -1.182 -5.257 -0.456
H 0.073 -3.648 0.935
C 2.809 5.000 -2.123
C 2.442 3.641 -1.534
C 2.554 2.482 -2.523
C 1.635 2.621 -3.728
N 0.233 2.762 -3.336
C -0.576 1.761 -3.014
S -0.098 0.127 -3.151
N -1.799 2.065 -2.533
C -2.352 3.415 -2.456
C -2.814 3.977 -3.800
C -3.174 5.459 -3.712
C -1.960 6.364 -3.518
H 2.795 5.774 -1.356
H 2.118 5.310 -2.909
H 3.811 4.979 -2.556
H 1.423 3.674 -1.134
H 3.097 3.437 -0.682
H 2.311 1.541 -2.023
H 3.582 2.398 -2.884
H 1.727 1.755 -4.381
H 1.882 3.509 -4.309
H -0.136 3.702 -3.308
H -2.451 1.296 -2.541
H -1.610 4.064 -1.985
H -3.197 3.372 -1.768
H -3.673 3.396 -4.143
H -2.032 3.841 -4.553
H -3.891 5.616 -2.900
H -3.687 5.745 -4.632
H -1.459 6.191 -2.563
H -2.251 7.413 -3.535
H -1.234 6.213 -4.321

Output
energy relative to the best compared isomer or geometry (same formula, charge and spin) = 12.4 kcal/mol
total charge = +2
lowest unoccupied orbital energy = -4.3 eV
HOMO energy = -0.441 hartree
energy = -96581.08093 eV